Entry 1:
Computed, not measured: CH3N3O2Si in the gas phase in a non-equilibrium geometry, with the ωB97M-V functional and the def2-TZVPD basis.

The frontier orbital gap is 10.783 eV. The energy above the lowest of the compared OMol25 structures with the same formula, charge and spin comes out at 34.7 kJ/mol. The calculated total energy is -644.078193 a.u. As for the spin multiplicity: 1. As for the LUMO energy: -0.40 eV. The net charge is 0. As for the SMILES: N#C[Si@H](N)[N+](=O)[O-].

Element x y z (Å)
1 N -0.53575 -3.04878 0.29017
2 C -0.55043 -1.90911 0.18712
3 Si -0.51541 -0.16072 -0.40921
4 N 0.71003 0.58942 -1.25886
5 N -0.00833 0.73041 1.16846
6 O -0.69177 0.69818 2.15012
7 O 1.09751 1.23617 1.17422
8 H -1.92304 0.30017 -0.56493
9 H 1.43452 0.99410 -0.53524
10 H 0.98267 0.57016 -2.20185

Entry 2:
Computed, not measured: CH3N3O2Si in the gas phase in a non-equilibrium geometry, with the ωB97M-V functional and the def2-TZVPD basis.

The frontier orbital gap is 10.269 eV. The energy above the lowest of the compared OMol25 structures with the same formula, charge and spin comes out at 49.4 kJ/mol. The calculated total energy is -644.072606 a.u. As for the spin multiplicity: 1. As for the LUMO energy: -0.55 eV. The net charge is 0. As for the SMILES: N#C[Si@H](N)[N+](=O)[O-].

Element x y z (Å)
1 N 1.14194 2.89649 0.45890
2 C 0.72922 1.86097 0.15712
3 Si -0.09688 0.32314 -0.56501
4 N -1.45083 -0.00545 0.47088
5 N 0.96332 -1.16574 -0.19862
6 O 1.93372 -1.52837 -0.78634
7 O 0.51738 -1.81604 0.76852
8 H -0.61210 0.36546 -1.85658
9 H -2.08651 -0.72168 0.23726
10 H -1.03926 -0.20877 1.31387

Question: What is the energy above the lowest of the compared OMol25 structures with the same formula, charge and spin in the first record?
Answer: 34.7 kJ/mol